Computed, not measured: a molecular structure, C41H44BBrF4HfN5O2P2 in a non-equilibrium geometry, with wB97M-V/def2-TZVPD.

XYZ file:
```
101
C41H44BBrF4HfN5O2P2 (wB97M-V/def2-TZVPD)
Hf -0.19 0.15 0.27
C 0.73 0.13 -2.86
C -0.54 -0.68 -2.82
N -1.43 -0.14 -1.75
C -2.08 1.14 -2.15
C -1.38 2.37 -1.62
C -1.65 3.64 -2.11
C -0.99 4.72 -1.55
C -0.06 4.53 -0.54
C 0.17 3.24 -0.10
C 1.14 2.92 1.01
N 1.56 1.50 0.96
C 2.77 1.25 0.12
C 2.40 1.15 -1.34
N 1.33 0.13 -1.51
N -0.49 2.20 -0.62
H 0.54 1.17 -3.15
H 1.43 -0.29 -3.59
H -0.32 -1.72 -2.58
H -1.05 -0.65 -3.79
H -2.18 -0.81 -1.61
H -3.10 1.15 -1.77
H -2.14 1.20 -3.24
H -2.35 3.76 -2.92
H -1.19 5.72 -1.93
H 0.48 5.36 -0.11
H 0.65 3.10 1.97
H 2.00 3.60 0.95
H 1.77 1.19 1.91
H 3.21 0.31 0.45
H 3.51 2.05 0.26
H 3.28 0.88 -1.94
H 2.02 2.10 -1.73
H 1.77 -0.79 -1.37
O -2.34 0.58 0.70
P -3.47 0.79 1.72
C -2.81 0.39 3.39
P -1.36 -0.66 3.18
O -0.38 0.24 2.37
C -0.65 -1.20 4.69
C -1.28 -0.98 5.92
C -0.68 -1.45 7.08
C 0.53 -2.12 7.00
C 1.16 -2.33 5.78
C 0.57 -1.87 4.62
C -2.01 -2.07 2.26
C -2.86 -2.89 3.00
C -3.60 -3.90 2.37
C -3.50 -4.08 1.01
C -2.63 -3.30 0.26
C -1.89 -2.32 0.89
C -4.88 -0.22 1.37
C -5.34 -0.20 0.05
C -6.47 -0.91 -0.31
C -7.16 -1.65 0.65
C -6.72 -1.66 1.97
C -5.58 -0.95 2.33
C -3.97 2.49 1.72
C -5.32 2.83 1.82
C -5.69 4.17 1.88
C -4.72 5.16 1.85
C -3.37 4.82 1.76
C -3.00 3.50 1.70
H -3.58 -0.07 4.01
H -2.50 1.33 3.86
H -2.22 -0.45 5.98
H -1.15 -1.28 8.03
H 1.00 -2.48 7.91
H 2.10 -2.85 5.74
H 1.06 -2.03 3.66
H -2.96 -2.76 4.07
H -4.25 -4.53 2.96
H -4.08 -4.85 0.52
H -2.49 -3.49 -0.80
H -1.13 -1.83 0.28
H -4.83 0.39 -0.70
H -6.83 -0.89 -1.33
H -8.05 -2.20 0.37
H -7.27 -2.21 2.71
H -5.28 -0.96 3.36
H -6.08 2.07 1.84
H -6.73 4.44 1.95
H -5.01 6.20 1.90
H -2.62 5.61 1.75
H -1.95 3.23 1.64
Br 2.00 -3.25 -3.06
C 1.58 -4.34 -1.55
C 2.10 -5.63 -1.54
C 1.85 -6.40 -0.42
C 1.11 -5.85 0.62
C 0.64 -4.56 0.49
N 0.86 -3.80 -0.59
H 2.68 -6.00 -2.37
H 2.23 -7.41 -0.37
H 0.91 -6.42 1.52
H 0.07 -4.11 1.29
F 3.46 -1.29 2.12
B 3.43 -2.31 1.29
F 1.04 -1.27 0.77
F 3.30 -3.52 1.76
F 3.57 -2.10 0.00
```

Properties
- LUMO energy: -7.769 eV
- Strongest force on any atom: 1.01 eV/Å
- HOMO: -15.623 eV
- Charge: +3
- Energy above the lowest of the compared OMol25 structures with the same formula, charge and spin: 109.55 kJ/mol
- Kohn-Sham gap: 7.85 eV
- Total energy: -5741.802467 a.u.


Computed, not measured: a molecular structure, C41H44Cl3N7Rb in a non-equilibrium geometry, with wB97M-V/def2-TZVPD.

XYZ file:
```
96
C41H44Cl3N7Rb (wB97M-V/def2-TZVPD)
Rb 0.51 0.16 0.35
C 1.02 3.64 -0.67
C 1.00 2.95 -2.05
C -0.38 2.71 -2.59
C -1.21 3.74 -3.01
C -2.50 3.43 -3.44
C -2.87 2.11 -3.50
C -2.00 1.17 -3.04
N -0.77 1.43 -2.59
N 1.92 2.94 0.24
C 3.29 2.93 -0.22
C 4.06 1.74 0.28
C 5.43 1.70 0.11
C 6.11 0.55 0.44
C 5.40 -0.52 0.98
C 4.05 -0.38 1.18
N 3.38 0.73 0.80
C 1.87 3.52 1.60
C 0.56 3.30 2.33
C -0.37 4.34 2.40
C -1.57 4.13 3.08
C -1.73 2.92 3.76
C -0.72 1.98 3.67
N 0.40 2.13 2.93
H 0.02 3.60 -0.22
H 1.30 4.70 -0.77
H 1.44 1.95 -1.97
H 1.58 3.55 -2.77
H -0.88 4.76 -3.00
H -3.19 4.21 -3.76
H -3.87 1.83 -3.84
H -2.29 0.12 -3.02
H 3.81 3.86 0.03
H 3.31 2.89 -1.31
H 5.93 2.55 -0.30
H 7.18 0.47 0.30
H 5.90 -1.44 1.25
H 3.46 -1.18 1.60
H 2.10 4.59 1.57
H 2.65 3.01 2.20
H -0.17 5.27 1.87
H -2.34 4.90 3.14
H -2.61 2.72 4.35
H -0.81 1.05 4.22
C -3.69 -2.18 -2.12
C -4.02 -1.55 -0.80
C -5.30 -1.10 -0.52
C -5.62 -0.57 0.72
C -4.65 -0.48 1.70
C -3.35 -0.95 1.47
C -2.31 -0.94 2.55
C -3.07 -1.47 0.21
N -1.74 -1.92 -0.08
C -1.43 -3.13 0.12
C -2.28 -4.20 0.73
C -0.01 -3.55 -0.27
C 0.07 -4.90 -0.89
N 0.95 -2.76 -0.04
C 2.28 -3.08 -0.39
C 3.03 -3.85 0.51
C 2.45 -4.35 1.80
C 4.37 -4.08 0.20
C 4.95 -3.59 -0.95
C 4.17 -2.86 -1.84
C 2.84 -2.56 -1.56
C 2.03 -1.68 -2.48
H -4.56 -2.18 -2.79
H -3.41 -3.24 -2.01
H -2.85 -1.73 -2.63
H -6.04 -1.19 -1.29
H -6.64 -0.26 0.92
H -4.88 -0.12 2.69
H -2.74 -0.62 3.49
H -1.52 -0.25 2.30
H -1.86 -1.92 2.71
H -3.15 -3.78 1.22
H -1.71 -4.78 1.45
H -2.64 -4.89 -0.03
H -0.58 -4.96 -1.74
H -0.26 -5.66 -0.17
H 1.09 -5.11 -1.20
H 2.08 -3.49 2.39
H 3.20 -4.86 2.41
H 1.59 -5.00 1.67
H 4.98 -4.64 0.90
H 5.97 -3.82 -1.16
H 4.60 -2.52 -2.79
H 2.52 -1.62 -3.46
H 1.99 -0.66 -2.09
H 1.00 -2.03 -2.66
Cl -3.80 4.90 -0.36
C -4.22 3.24 0.14
Cl -5.24 2.47 -1.09
Cl -5.03 3.24 1.71
C -2.97 2.50 0.29
N -1.99 1.95 0.52
```

Properties
- LUMO energy: -1.851 eV
- Strongest force on any atom: 1.17 eV/Å
- HOMO: -10.730 eV
- Charge: +1
- Energy above the lowest of the compared OMol25 structures with the same formula, charge and spin: 0.00 kJ/mol
- Kohn-Sham gap: 8.88 eV
- Total energy: -3376.569819 a.u.


Computed, not measured: a molecular structure, C41H44ClILuN2OS3Si in a non-equilibrium geometry, with wB97M-V/def2-TZVPD.

XYZ file:
```
95
C41H44ClILuN2OS3Si (wB97M-V/def2-TZVPD)
Lu 0.24 -0.19 1.00
C 0.08 4.45 1.23
C -0.38 4.47 -0.23
S -0.84 2.80 -0.81
C 0.02 2.71 -2.40
C 1.55 2.73 -2.37
S 2.30 1.53 -1.21
C 3.37 2.61 -0.21
C 2.67 3.69 0.61
S 1.25 3.12 1.62
H 0.52 5.41 1.51
H -0.77 4.25 1.88
H -1.25 5.11 -0.33
H 0.40 4.85 -0.89
H -0.32 1.77 -2.80
H -0.35 3.52 -3.03
H 1.90 2.46 -3.36
H 1.94 3.71 -2.11
H 3.87 1.91 0.44
H 4.10 3.08 -0.87
H 3.39 4.14 1.29
H 2.28 4.47 -0.04
C -3.25 0.35 -0.58
Si -3.36 0.73 1.26
C -3.94 2.55 1.45
C -4.79 -0.34 1.91
N -1.88 0.36 2.09
C -1.97 0.21 3.46
C -2.98 0.80 4.25
C -3.13 0.54 5.60
C -2.27 -0.33 6.25
C -1.23 -0.89 5.52
C -1.07 -0.59 4.18
O 0.02 -1.16 3.47
C 1.17 -1.29 4.25
C 1.69 -0.21 4.95
C 2.86 -0.36 5.66
C 3.51 -1.60 5.70
C 2.96 -2.68 5.03
C 1.77 -2.53 4.32
H -4.01 -0.38 -0.86
H -2.28 -0.07 -0.86
H -3.41 1.24 -1.19
H -4.30 2.94 0.49
H -3.13 3.20 1.79
H -4.75 2.64 2.17
H -5.75 0.04 1.55
H -4.82 -0.36 3.00
H -4.69 -1.37 1.56
H -3.66 1.49 3.77
H -3.93 1.02 6.14
H -2.39 -0.56 7.30
H -0.53 -1.55 6.00
H 1.19 0.75 4.90
H 3.29 0.49 6.18
H 4.44 -1.70 6.24
H 3.45 -3.64 5.07
H 1.32 -3.37 3.80
C -0.02 -0.68 -1.24
C -0.02 -0.78 -2.47
C 0.00 -0.85 -3.88
C 0.99 -1.68 -4.51
C 2.05 -2.25 -3.75
C 2.97 -3.11 -4.31
C 2.90 -3.45 -5.66
C 1.88 -2.90 -6.43
C 0.95 -2.04 -5.88
C -1.02 -0.09 -4.59
C -2.29 0.10 -4.02
C -3.26 0.88 -4.63
C -2.99 1.51 -5.85
C -1.74 1.34 -6.42
C -0.77 0.56 -5.81
H 2.12 -1.98 -2.70
H 3.76 -3.52 -3.69
H 3.63 -4.13 -6.10
H 1.82 -3.15 -7.48
H 0.15 -1.67 -6.50
H -2.51 -0.37 -3.07
H -4.23 1.00 -4.16
H -3.75 2.13 -6.33
H -1.51 1.85 -7.36
H 0.21 0.49 -6.26
Cl 2.49 0.30 1.94
I 5.11 -4.32 1.58
C 3.12 -4.06 0.96
C 2.46 -5.08 0.30
C 1.14 -4.83 -0.06
C 0.56 -3.63 0.27
N 1.20 -2.65 0.91
C 2.48 -2.87 1.24
H 2.94 -6.01 0.06
H 0.57 -5.58 -0.60
H -0.47 -3.42 -0.01
H 3.00 -2.06 1.74
```

Properties
- LUMO energy: 1.808 eV
- Strongest force on any atom: 1.23 eV/Å
- HOMO: -2.326 eV
- Charge: -1
- Energy above the lowest of the compared OMol25 structures with the same formula, charge and spin: 98.20 kJ/mol
- Kohn-Sham gap: 4.13 eV
- Total energy: -5251.130772 a.u.


Computed, not measured: a molecular structure, C41H45BBrN8O3V in a non-equilibrium geometry, with wB97M-V/def2-TZVPD.

XYZ file:
```
100
C41H45BBrN8O3V (wB97M-V/def2-TZVPD)
V -0.17 0.26 -0.64
C 2.81 -4.08 -2.26
C 2.57 -2.61 -2.07
C 3.23 -1.54 -2.60
C 2.60 -0.40 -2.05
N 1.55 -0.77 -1.31
N 1.56 -2.13 -1.30
B 0.75 -2.89 -0.25
N 1.40 -2.54 1.15
N 2.02 -1.36 1.36
C 2.73 -1.49 2.46
C 2.55 -2.77 3.02
C 1.71 -3.42 2.15
C 1.22 -4.83 2.23
C 3.59 -0.39 2.91
C 4.11 0.51 1.98
C 4.89 1.58 2.39
C 5.17 1.77 3.74
C 4.68 0.87 4.67
C 3.89 -0.20 4.26
N -0.77 -2.61 -0.48
N -1.25 -1.39 -0.95
C -2.52 -1.62 -1.33
C -2.82 -2.98 -1.16
C -1.71 -3.56 -0.61
C -1.53 -5.00 -0.23
C -3.52 -0.63 -1.82
C -3.20 0.63 -2.30
C -4.20 1.50 -2.73
C -5.54 1.13 -2.68
C -5.87 -0.13 -2.18
C -4.87 -0.99 -1.76
C 3.02 1.00 -2.25
C 2.78 1.98 -1.29
C 3.20 3.28 -1.47
C 3.88 3.64 -2.63
C 4.14 2.68 -3.59
C 3.71 1.37 -3.40
H 3.56 -4.21 -3.04
H 1.90 -4.59 -2.55
H 3.18 -4.55 -1.34
H 4.11 -1.56 -3.22
H 0.90 -4.08 -0.39
H 3.02 -3.19 3.90
H 1.62 -5.30 3.13
H 1.55 -5.42 1.37
H 0.14 -4.89 2.27
H 3.89 0.35 0.93
H 5.29 2.26 1.65
H 5.76 2.62 4.06
H 4.89 1.01 5.72
H 3.49 -0.89 4.99
H -3.74 -3.49 -1.40
H -2.48 -5.52 -0.37
H -1.24 -5.11 0.81
H -0.78 -5.49 -0.84
H -2.18 0.97 -2.29
H -3.92 2.48 -3.10
H -6.31 1.82 -3.00
H -6.90 -0.43 -2.11
H -5.16 -1.95 -1.34
H 2.24 1.69 -0.40
H 3.00 4.03 -0.71
H 4.21 4.67 -2.78
H 4.66 2.94 -4.50
H 3.91 0.62 -4.17
N 0.67 1.98 1.29
C -0.02 2.39 2.51
C -0.10 1.26 3.52
C -1.13 0.18 3.23
N -0.84 -0.59 2.01
H 1.35 1.25 1.50
H 1.17 2.75 0.86
H -1.03 2.74 2.26
H 0.50 3.23 2.98
H -0.33 1.69 4.50
H 0.90 0.80 3.59
H -2.12 0.63 3.12
H -1.17 -0.47 4.11
H -1.70 -0.65 1.47
H -0.54 -1.53 2.22
Br -6.43 6.18 -0.71
C -5.34 4.66 -0.32
C -5.88 3.60 0.38
C -5.08 2.50 0.66
C -3.76 2.47 0.25
C -3.24 3.55 -0.46
C -4.02 4.66 -0.74
C -2.91 1.24 0.53
O -3.41 0.33 1.20
O -1.75 1.28 0.01
H -6.92 3.63 0.70
H -5.46 1.65 1.20
H -2.21 3.49 -0.80
H -3.63 5.50 -1.30
C 0.01 0.59 -3.63
O -0.14 1.13 -2.34
H 0.39 1.34 -4.33
H -0.94 0.21 -4.04
H 0.71 -0.26 -3.66
```

Properties
- Expectation value of S²: 0.77
- LUMO energy (spin up / spin down): 2.452 / 2.451 eV
- Strongest force on any atom: 2.06 eV/Å
- HOMO (spin up / spin down): -2.678 / -2.148 eV
- Charge: -1
- Spin multiplicity: 2
- Energy above the lowest of the compared OMol25 structures with the same formula, charge and spin: 28.02 kJ/mol
- Kohn-Sham gap (spin up / spin down): 5.13 / 4.60 eV
- Total energy: -5796.236672 a.u.


Computed, not measured: a molecular structure, C41H45GaO6Si in a non-equilibrium geometry, with wB97M-V/def2-TZVPD.

XYZ file:
```
94
C41H45GaO6Si (wB97M-V/def2-TZVPD)
C 0.01 -0.92 -5.64
C -0.61 -1.95 -4.63
C -0.16 0.51 -5.07
C -1.35 0.38 -4.13
H -0.35 1.24 -5.87
H 0.73 0.80 -4.50
C -1.24 -1.07 -3.56
H 0.19 -2.61 -4.28
H -1.39 -2.54 -5.13
C -0.30 -0.83 -2.37
H -2.17 -1.50 -3.16
H -2.27 0.51 -4.71
C -1.22 1.29 -2.90
C 1.44 -1.12 -6.04
C -0.66 -0.99 -7.01
O -1.41 -0.11 -7.41
O 2.18 -2.01 -5.66
O 1.80 -0.20 -6.95
O -0.31 -2.02 -7.83
C 0.11 -3.34 -7.38
H -0.28 -3.63 -6.39
H 1.20 -3.40 -7.38
H -0.30 -4.01 -8.14
C 3.09 -0.45 -7.52
H 3.86 -0.34 -6.76
H 3.18 0.32 -8.29
H 3.12 -1.45 -7.96
O -0.42 0.57 -1.99
H 0.76 -1.03 -2.63
H -0.51 -1.45 -1.50
C -2.64 1.51 -2.35
C -0.58 2.67 -3.08
H -0.97 3.15 -4.00
H 0.52 2.63 -3.13
H -0.85 3.29 -2.21
H -2.62 2.08 -1.41
H -3.19 0.57 -2.18
H -3.17 2.10 -3.12
Ga 1.05 -0.07 1.19
C -1.77 -1.95 1.59
C -2.21 -2.12 0.25
C -1.55 -3.28 -0.28
H -2.93 -1.50 -0.27
C -0.71 -3.81 0.74
C -0.87 -3.01 1.90
H -0.40 -3.18 2.87
H -2.13 -1.18 2.28
H -1.68 -3.68 -1.28
H -0.10 -4.70 0.66
C 3.23 0.24 0.91
C 2.88 -1.01 1.64
C 2.73 -2.04 0.63
H 3.11 -1.19 2.70
C 2.93 -1.45 -0.65
C 3.25 -0.09 -0.50
H 3.58 0.58 -1.31
H 3.71 1.09 1.38
H 2.53 -3.09 0.84
H 2.96 -1.99 -1.60
O 0.10 0.94 2.34
Si -0.24 1.27 3.92
C -0.07 -0.35 4.85
C -1.18 -1.17 5.08
C -1.02 -2.39 5.76
C 0.24 -2.80 6.18
C 1.36 -2.02 5.89
C 1.20 -0.79 5.23
C 1.11 2.46 4.43
C 0.82 3.60 5.19
C 1.85 4.46 5.59
C 3.17 4.22 5.20
C 3.45 3.12 4.38
C 2.42 2.26 3.98
C -1.93 1.98 4.21
C -2.59 1.83 5.44
C -3.82 2.46 5.68
C -4.43 3.24 4.68
C -3.79 3.36 3.44
C -2.55 2.74 3.21
H -2.17 -0.86 4.75
H -1.90 -3.01 5.96
H 0.36 -3.74 6.74
H 2.35 -2.34 6.18
H 2.07 -0.16 5.03
H -0.22 3.81 5.46
H 1.61 5.32 6.22
H 3.97 4.88 5.53
H 4.48 2.92 4.05
H 2.67 1.42 3.32
H -2.13 1.25 6.23
H -4.31 2.33 6.64
H -5.38 3.74 4.88
H -4.26 3.96 2.66
H -2.06 2.87 2.24
```

Properties
- LUMO energy: 3.755 eV
- Strongest force on any atom: 4.62 eV/Å
- HOMO: 1.304 eV
- Charge: -2
- Energy above the lowest of the compared OMol25 structures with the same formula, charge and spin: 31.07 kJ/mol
- Kohn-Sham gap: 2.45 eV
- Total energy: -4255.007464 a.u.